DFT (ωB97M-V with the def2-TZVPD basis set) results for 9 unconnected molecules or ions with the total composition C48H108F6N9O12S6 in a non-equilibrium geometry.

```
189
C48H108F6N9O12S6, DFT ωB97M-V with the def2-TZVPD basis set
C 4.949 5.362 -3.467
C 5.434 3.898 -3.829
C 4.286 2.678 -3.739
N 4.549 1.321 -4.484
C 5.503 1.551 -5.683
C 5.140 0.306 -3.532
C 4.909 -1.114 -4.187
C 3.721 -0.929 -5.144
C 3.316 0.515 -4.991
H 4.454 5.364 -2.496
H 4.486 5.852 -4.324
H 5.738 6.073 -3.220
H 6.410 3.738 -3.371
H 5.659 4.086 -4.879
H 3.418 3.187 -4.159
H 4.047 2.407 -2.711
H 5.053 2.231 -6.406
H 5.416 0.604 -6.216
H 6.447 1.906 -5.269
H 6.213 0.314 -3.342
H 4.483 0.383 -2.665
H 5.830 -1.374 -4.709
H 4.762 -1.968 -3.526
H 3.925 -1.105 -6.200
H 2.869 -1.576 -4.933
H 2.891 1.076 -5.823
H 2.622 0.652 -4.161
C 3.444 -8.199 -6.705
C 3.248 -8.417 -5.195
C 1.819 -9.132 -4.889
N 1.419 -9.126 -3.355
C 0.965 -7.763 -2.928
C 2.592 -9.825 -2.578
C 1.926 -10.421 -1.367
C 0.590 -10.934 -1.912
C 0.193 -10.128 -3.181
H 3.487 -9.100 -7.316
H 4.393 -7.704 -6.912
H 2.822 -7.500 -7.264
H 3.404 -7.557 -4.544
H 4.037 -9.118 -4.919
H 1.788 -10.197 -5.116
H 0.943 -8.731 -5.399
H 0.200 -7.302 -3.553
H 1.849 -7.132 -3.021
H 0.665 -7.744 -1.880
H 3.359 -9.106 -2.291
H 2.955 -10.561 -3.296
H 1.730 -9.671 -0.601
H 2.464 -11.214 -0.850
H -0.119 -10.668 -1.128
H 0.742 -12.000 -2.080
H -0.643 -9.489 -2.897
H -0.202 -10.601 -4.080
C -1.259 9.079 3.332
C -0.218 9.905 4.109
C 0.625 9.012 4.929
N 1.672 9.840 5.771
C 2.489 8.704 6.548
C 1.218 10.825 6.888
C 2.404 11.764 7.086
C 3.351 11.690 5.970
C 2.804 10.656 5.033
H -0.839 8.119 3.033
H -1.606 9.765 2.558
H -2.084 8.975 4.037
H -0.752 10.697 4.633
H 0.281 10.418 3.287
H 1.392 8.557 4.302
H 0.033 8.307 5.511
H 1.735 8.197 7.151
H 3.162 9.181 7.261
H 3.096 8.022 5.953
H 0.817 10.414 7.814
H 0.346 11.330 6.473
H 2.848 11.613 8.070
H 2.027 12.785 7.144
H 4.327 11.294 6.249
H 3.559 12.600 5.407
H 3.574 10.029 4.584
H 2.270 11.268 4.306
C -9.876 -4.319 -8.310
C -9.086 -3.352 -7.419
C -8.067 -2.503 -8.304
N -7.153 -1.558 -7.399
C -6.305 -0.802 -8.358
C -7.840 -0.591 -6.375
C -6.766 0.009 -5.381
C -5.992 -1.285 -5.176
C -6.293 -2.331 -6.381
H -10.523 -3.796 -9.014
H -10.370 -5.164 -7.829
H -9.254 -4.977 -8.917
H -8.725 -3.915 -6.559
H -9.794 -2.700 -6.906
H -8.752 -1.859 -8.856
H -7.447 -3.139 -8.936
H -7.082 -0.232 -8.867
H -5.844 -1.435 -9.117
H -5.739 -0.041 -7.819
H -8.322 0.224 -6.916
H -8.578 -1.104 -5.760
H -6.095 0.782 -5.756
H -7.197 0.300 -4.423
H -4.922 -1.301 -4.967
H -6.343 -1.740 -4.250
H -5.492 -2.799 -6.953
H -6.902 -3.128 -5.953
C -1.060 0.986 13.038
C -0.953 0.533 11.552
C 0.208 1.414 11.047
N 0.611 1.067 9.587
C -0.566 1.315 8.591
C 1.266 -0.356 9.393
C 2.786 -0.001 9.428
C 3.074 1.531 9.572
C 1.687 2.029 9.105
H -1.820 0.581 13.706
H -1.128 2.041 13.303
H -0.082 0.612 13.341
H -1.742 0.755 10.834
H -0.779 -0.523 11.347
H 1.149 1.294 11.583
H -0.113 2.434 10.832
H -0.182 1.023 7.614
H -0.777 2.365 8.792
H -1.361 0.660 8.947
H 1.028 -0.839 8.445
H 0.981 -1.064 10.171
H 3.372 -0.320 8.566
H 3.146 -0.556 10.294
H 3.849 1.821 8.862
H 3.328 1.753 10.608
H 1.640 1.981 8.017
H 1.440 3.083 9.234
C -0.722 -2.187 -1.091
C -1.434 -1.121 -0.356
C -0.408 -0.083 0.196
N -0.945 0.949 1.093
C -1.728 0.146 2.235
C 0.146 1.850 1.620
C -0.469 3.288 1.769
C -2.014 3.107 1.302
C -1.827 1.890 0.348
H -0.273 -1.760 -1.988
H -1.451 -2.819 -1.598
H -0.057 -2.860 -0.549
H -1.993 -1.749 0.338
H -2.118 -0.587 -1.015
H 0.014 0.585 -0.554
H 0.388 -0.567 0.763
H -1.201 -0.704 2.668
H -2.660 -0.123 1.738
H -1.951 0.910 2.979
H 0.639 1.353 2.456
H 0.968 1.959 0.912
H -0.337 3.674 2.780
H 0.105 3.846 1.030
H -2.619 2.997 2.202
H -2.550 3.928 0.826
H -2.875 1.671 0.148
H -1.388 2.438 -0.486
N -0.207 -2.087 -9.725
S -1.046 -0.736 -9.232
O -1.579 -0.529 -7.835
O -1.875 -0.153 -10.284
F 0.315 0.185 -9.094
S -0.974 -2.976 -8.812
O -2.259 -3.365 -9.353
O -0.800 -3.091 -7.361
F -0.327 -4.419 -9.252
N -4.455 -5.013 2.410
S -3.429 -5.819 3.460
O -2.356 -4.960 3.955
O -3.203 -7.215 3.180
F -4.418 -5.981 4.721
S -4.604 -5.989 1.179
O -5.767 -6.910 1.113
O -3.288 -6.409 0.652
F -5.014 -4.862 0.088
N 4.682 1.014 1.829
S 5.053 2.006 3.127
O 6.408 2.184 3.568
O 3.990 2.223 4.132
F 4.802 3.282 2.247
S 5.169 -0.204 2.420
O 4.527 -0.657 3.672
O 6.620 -0.243 2.491
F 4.680 -1.312 1.316
```

The lowest unoccupied orbital energy is -5.349 eV. As for the orbital gap: 6.6453 eV. The value obtained for the calculated total energy is -6276.28440 Ha. As for the energy above the lowest of the compared OMol25 structures with the same formula, charge and spin: 500.6 kJ/mol. As for the net charge: +3.

Löwdin atomic charge list, values in e, 99 entries: -0.10, -0.17, -0.04, -0.25, 0.05, -0.09, -0.12, -0.15, -0.09, 0.07, 0.08, 0.07, 0.10, 0.08, 0.12, 0.11, 0.11, 0.10, 0.11, 0.14, 0.13, 0.11, 0.12, 0.12, 0.13, 0.14, 0.13, -0.10, -0.18, -0.07, -0.23, 0.01, -0.08, -0.16, -0.13, -0.05, 0.08, 0.07, 0.08, 0.10, 0.10, 0.12, 0.13, 0.12, 0.09, 0.11, 0.14, 0.14, 0.12, 0.13, 0.12, 0.12, 0.12, 0.13, -0.08, -0.27, -0.11, -0.18, 0.03, -0.07, -0.17, -0.18, -0.08, 0.08, 0.09, 0.08, 0.12, 0.11, 0.14, 0.14, 0.10, 0.10, 0.11, 0.14, 0.12, 0.13, 0.13, 0.13, 0.14, 0.14, 0.13, -0.10, -0.22, -0.04, -0.25, 0.02, -0.07, -0.13, -0.14, -0.05, 0.08, 0.08, 0.08, 0.10, 0.10, 0.13, 0.14, 0.10, 0.12